Computed, not measured: a cluster of 7 separate species, C63H133N7O7 in total in a non-equilibrium geometry, with ωB97M-V/def2-TZVPD.

Atoms and positions in Å:
C (-15.743, 4.347, 13.361)
C (-14.643, 3.406, 12.942)
C (-14.521, 2.167, 13.968)
C (-15.029, 2.668, 11.602)
C (-14.537, 3.535, 10.383)
C (-13.097, 3.877, 10.466)
C (-12.728, 4.672, 11.718)
C (-11.185, 4.526, 11.776)
C (-13.134, 6.159, 11.523)
N (-13.321, 4.059, 12.959)
O (-13.020, 4.699, 14.181)
H (-15.885, 5.113, 12.599)
H (-16.725, 3.963, 13.639)
H (-15.321, 4.863, 14.224)
H (-15.505, 2.101, 14.433)
H (-14.300, 1.228, 13.460)
H (-13.905, 2.312, 14.855)
H (-14.582, 1.679, 11.497)
H (-16.104, 2.557, 11.460)
H (-14.808, 3.090, 9.426)
H (-14.992, 4.525, 10.396)
H (-12.844, 4.406, 9.547)
H (-12.528, 2.948, 10.499)
H (-10.842, 4.924, 12.731)
H (-10.674, 5.095, 10.999)
H (-10.834, 3.497, 11.855)
H (-12.750, 6.569, 10.589)
H (-12.625, 6.772, 12.266)
H (-14.179, 6.333, 11.782)
H (-12.419, 4.074, 14.592)
C (-18.927, -2.522, 8.135)
C (-19.575, -3.002, 9.492)
C (-18.431, -3.521, 10.375)
C (-20.193, -1.830, 10.231)
C (-21.060, -2.164, 11.497)
C (-22.028, -3.239, 11.103)
C (-21.445, -4.479, 10.397)
C (-20.864, -5.414, 11.500)
C (-22.728, -5.276, 9.947)
N (-20.636, -4.024, 9.289)
O (-20.186, -5.072, 8.551)
H (-17.990, -1.986, 8.286)
H (-18.667, -3.428, 7.586)
H (-19.575, -1.918, 7.499)
H (-18.647, -3.674, 11.432)
H (-18.003, -4.478, 10.075)
H (-17.620, -2.794, 10.414)
H (-19.364, -1.175, 10.501)
H (-20.720, -1.232, 9.488)
H (-20.392, -2.432, 12.316)
H (-21.521, -1.256, 11.885)
H (-22.755, -2.819, 10.408)
H (-22.667, -3.463, 11.957)
H (-20.123, -4.903, 12.115)
H (-20.279, -6.205, 11.030)
H (-21.668, -5.839, 12.101)
H (-23.448, -4.758, 9.313)
H (-23.294, -5.656, 10.797)
H (-22.494, -6.171, 9.371)
H (-20.236, -4.776, 7.639)
C (-22.457, 7.273, 10.613)
C (-21.956, 8.257, 11.734)
C (-20.407, 8.477, 11.377)
C (-22.777, 9.598, 11.617)
C (-22.797, 10.593, 12.821)
C (-22.969, 9.884, 14.165)
C (-22.063, 8.613, 14.391)
C (-20.614, 8.997, 14.734)
C (-22.762, 7.844, 15.513)
N (-22.236, 7.767, 13.122)
O (-21.864, 6.397, 13.266)
H (-22.705, 7.485, 9.573)
H (-21.862, 6.361, 10.671)
H (-23.426, 6.956, 10.998)
H (-19.878, 9.123, 12.077)
H (-19.948, 7.521, 11.630)
H (-20.183, 8.703, 10.334)
H (-22.448, 10.181, 10.757)
H (-23.804, 9.247, 11.522)
H (-21.844, 11.121, 12.873)
H (-23.560, 11.358, 12.675)
H (-24.011, 9.679, 14.410)
H (-22.625, 10.592, 14.919)
H (-19.963, 9.533, 14.043)
H (-20.108, 8.042, 14.876)
H (-20.726, 9.460, 15.714)
H (-23.798, 7.622, 15.257)
H (-22.791, 8.289, 16.507)
H (-22.317, 6.864, 15.686)
H (-22.748, 6.024, 13.294)
C (-12.816, 4.501, -4.576)
C (-12.785, 5.356, -5.896)
C (-13.757, 6.577, -5.777)
C (-11.366, 6.101, -5.895)
C (-10.320, 5.115, -6.236)
C (-10.622, 4.486, -7.551)
C (-12.009, 3.789, -7.748)
C (-12.149, 3.774, -9.281)
C (-12.066, 2.392, -7.100)
N (-13.067, 4.620, -7.120)
O (-14.387, 4.177, -7.157)
H (-13.727, 3.904, -4.624)
H (-11.959, 3.843, -4.430)
H (-12.924, 5.047, -3.639)
H (-13.572, 7.155, -4.871)
H (-13.899, 7.351, -6.530)
H (-14.781, 6.232, -5.629)
H (-11.389, 7.029, -6.466)
H (-11.233, 6.381, -4.850)
H (-9.295, 5.482, -6.288)
H (-10.262, 4.284, -5.532)
H (-9.857, 3.713, -7.604)
H (-10.424, 5.141, -8.400)
H (-13.070, 3.318, -9.645)
H (-11.314, 3.368, -9.852)
H (-12.376, 4.803, -9.562)
H (-12.632, 2.241, -6.182)
H (-11.084, 2.031, -6.795)
H (-12.537, 1.616, -7.703)
H (-14.855, 4.841, -7.669)
C (-8.336, -2.157, -4.348)
C (-8.238, -3.130, -3.163)
C (-7.928, -4.572, -3.595)
C (-7.097, -2.529, -2.250)
C (-6.970, -3.151, -0.841)
C (-8.338, -2.843, -0.237)
C (-9.576, -3.508, -0.942)
C (-9.599, -5.064, -0.603)
C (-10.807, -2.921, -0.341)
N (-9.569, -3.145, -2.391)
O (-10.649, -3.620, -3.137)
H (-7.736, -2.323, -5.243)
H (-9.266, -2.372, -4.874)
H (-8.420, -1.135, -3.979)
H (-7.797, -5.310, -2.804)
H (-8.639, -5.019, -4.289)
H (-7.025, -4.589, -4.204)
H (-6.161, -2.859, -2.701)
H (-7.116, -1.439, -2.262)
H (-6.746, -4.206, -0.999)
H (-6.087, -2.697, -0.390)
H (-8.538, -1.779, -0.110)
H (-8.179, -3.082, 0.815)
H (-8.714, -5.670, -0.800)
H (-10.357, -5.552, -1.216)
H (-9.857, -5.315, 0.426)
H (-10.518, -2.775, 0.700)
H (-11.747, -3.439, -0.531)
H (-11.129, -1.934, -0.673)
H (-11.166, -2.817, -3.231)
C (-26.850, 4.942, 5.213)
C (-27.920, 3.758, 4.984)
C (-29.259, 4.373, 5.233)
C (-28.034, 3.235, 3.502)
C (-26.861, 2.290, 2.957)
C (-26.671, 1.229, 4.114)
C (-26.424, 1.752, 5.545)
C (-26.703, 0.484, 6.421)
C (-25.075, 2.389, 5.880)
N (-27.543, 2.629, 5.792)
O (-27.715, 2.979, 7.153)
H (-27.269, 5.892, 4.881)
H (-26.517, 5.113, 6.237)
H (-25.942, 4.825, 4.622)
H (-30.033, 3.617, 5.107)
H (-29.393, 4.753, 6.246)
H (-29.491, 5.167, 4.523)
H (-29.030, 2.825, 3.332)
H (-28.004, 4.131, 2.881)
H (-27.062, 1.743, 2.036)
H (-25.921, 2.831, 2.852)
H (-25.829, 0.579, 3.874)
H (-27.552, 0.587, 4.099)
H (-25.994, -0.319, 6.214)
H (-27.673, -0.011, 6.369)
H (-26.372, 0.687, 7.439)
H (-25.069, 2.969, 6.802)
H (-24.670, 3.001, 5.074)
H (-24.360, 1.601, 6.115)
H (-28.049, 2.179, 7.566)
C (-17.208, 2.900, 0.948)
C (-16.677, 2.609, 2.423)
C (-16.584, 1.040, 2.630)
C (-15.257, 3.235, 2.672)
C (-15.304, 4.754, 2.827)
C (-16.150, 4.997, 4.043)
C (-17.634, 4.517, 3.954)
C (-18.200, 4.593, 5.386)
C (-18.450, 5.313, 2.970)
N (-17.570, 3.093, 3.497)
O (-18.817, 2.466, 3.453)
H (-16.543, 2.419, 0.230)
H (-18.177, 2.424, 0.799)
H (-17.077, 3.947, 0.677)
H (-17.532, 0.561, 2.388)
H (-15.867, 0.572, 1.956)
H (-16.269, 0.968, 3.671)
H (-14.858, 2.811, 3.594)
H (-14.514, 2.917, 1.940)
H (-14.321, 5.114, 3.130)
H (-15.689, 5.267, 1.946)
H (-16.134, 6.083, 4.131)
H (-15.789, 4.798, 5.052)
H (-17.802, 3.812, 6.034)
H (-19.283, 4.477, 5.363)
H (-17.864, 5.542, 5.806)
H (-19.389, 4.872, 2.636)
H (-17.955, 5.523, 2.022)
H (-18.626, 6.332, 3.317)
H (-19.102, 2.727, 2.574)

Results
molar mass = 1100.8 g mol⁻¹
energy above the lowest of the compared OMol25 structures with the same formula, charge and spin = 179.47 kcal/mol
total energy = -92236.6165 eV
HOMO = -7.87 eV
2S+1 = 1
LUMO energy = 0.290 eV


Computed, not measured: a cluster of 2 separate species, CH3F2NO2S in total in a non-equilibrium geometry, with ωB97M-V/def2-TZVPD.

Atoms and positions in Å:
C (-0.644, -1.937, -1.392)
N (-0.051, 1.400, 1.456)
O (0.640, 1.987, -0.907)
O (2.162, 0.598, 0.511)
F (-0.204, -2.798, -0.490)
F (-1.840, -1.466, -1.056)
S (0.826, 0.930, 0.064)
H (0.070, -1.192, -1.729)
H (-1.003, 1.689, 1.288)
H (0.044, 0.791, 2.255)

Results
molar mass = 131.1 g mol⁻¹
energy above the lowest of the compared OMol25 structures with the same formula, charge and spin = 72.26 kcal/mol
total energy = -22937.2496 eV
HOMO (spin up / spin down) = -10.02 / -9.23 eV
2S+1 = 1
LUMO energy (spin up / spin down) = -0.015 / -2.424 eV


Computed, not measured: a cluster of 9 separate species, C6H28NO9 in total in a non-equilibrium geometry, with ωB97M-V/def2-TZVPD.

Atoms and positions in Å:
C (-2.258, -1.179, -0.773)
O (-2.000, -0.639, -2.045)
C (-1.074, -1.687, 0.139)
C (0.218, -1.156, -0.554)
C (1.528, -1.470, 0.144)
C (2.059, -0.636, 0.997)
C (2.159, -2.828, -0.166)
N (-1.027, -1.512, 1.621)
H (-2.995, -2.041, -1.041)
H (-2.836, -0.434, -0.163)
H (-0.955, -2.813, 0.074)
H (0.102, -0.035, -0.624)
H (0.345, -1.391, -1.614)
H (2.950, -0.835, 1.746)
H (1.964, 0.494, 1.141)
H (2.988, -2.976, 0.643)
H (2.140, -2.869, -1.349)
H (1.343, -3.442, 0.328)
H (-0.288, -0.804, 1.767)
H (-1.884, -1.210, 2.010)
H (-0.662, 2.743, 1.391)
H (-0.754, 4.144, 1.632)
O (-0.805, 3.394, 2.190)
H (-1.702, 1.826, -1.212)
H (-3.009, 2.198, -0.487)
O (-2.182, 1.983, -0.204)
H (1.011, -2.817, 2.613)
H (1.405, -1.589, 3.400)
O (1.633, -2.533, 3.342)
H (0.268, 2.593, -0.342)
H (1.359, 1.626, -0.417)
O (0.993, 2.244, 0.186)
H (-1.389, 0.397, -2.006)
H (-0.950, 1.560, -3.124)
O (-0.781, 1.661, -2.268)
H (2.071, 2.019, -3.491)
H (0.921, 1.817, -2.369)
O (1.849, 2.124, -2.579)
H (-1.719, -1.970, -2.837)
H (-0.818, -2.920, -2.143)
O (-1.279, -2.805, -2.928)
H (1.660, 2.534, 2.254)
H (0.482, 2.986, 2.845)
O (1.367, 2.761, 3.219)

Results
molar mass = 258.3 g mol⁻¹
energy above the lowest of the compared OMol25 structures with the same formula, charge and spin = 87.74 kcal/mol
total energy = -26592.1439 eV
HOMO = -6.39 eV
2S+1 = 1
charge = -1
LUMO energy = 2.956 eV


Computed, not measured: a cluster of 2 separate species, C4H4O2 in total in a non-equilibrium geometry, with ωB97M-V/def2-TZVPD.

Atoms and positions in Å:
C (-1.814, -0.147, -0.148)
C (1.527, -0.856, 0.494)
C (1.435, 0.262, -0.130)
C (-1.087, 0.964, -0.556)
O (-2.225, -1.250, -0.221)
O (-1.731, 0.867, 0.749)
H (2.494, -1.288, 0.749)
H (0.679, -1.443, 0.811)
H (1.961, 1.068, -0.575)
H (-1.240, 1.823, -1.173)

Results
molar mass = 84.1 g mol⁻¹
energy above the lowest of the compared OMol25 structures with the same formula, charge and spin = 128.93 kcal/mol
total energy = -8301.4865 eV
HOMO (spin up / spin down) = -8.89 / -9.31 eV
2S+1 = 1
LUMO energy (spin up / spin down) = -0.525 / -0.052 eV